Below is a structure of composition C26H72AsF6O22S10 in a non-equilibrium geometry, with properties calculated with wB97M-V/def2-TZVPD.

## Properties
lowest unoccupied orbital energy (spin up / spin down)	3.316 / 3.306	eV
frontier orbital gap (spin up / spin down)	2.582 / 8.427	eV
HOMO (spin up / spin down)	0.0270 / -0.1882	Ha
electronic energy	-9505.83168	a.u.
<S²>	0.752

```
! wB97M-V def2-TZVPD RIJCOSX def2/J DEFGRID3
* xyz -2 2
As -0.10 0.32 0.34
F -1.23 1.18 1.42
F 0.71 -0.40 1.81
F 1.06 -0.56 -0.72
F -0.78 1.21 -1.08
F 1.12 1.59 0.56
F -1.23 -1.06 0.21
O 7.63 1.11 2.61
S 7.52 -0.15 3.38
O 7.96 -0.35 4.72
O 5.93 -0.64 3.27
C 5.23 -0.35 2.05
C 4.33 0.92 2.28
C 8.17 -1.53 2.30
H 4.60 -1.19 1.76
H 5.82 -0.12 1.17
H 3.79 1.18 1.36
H 4.95 1.79 2.48
H 3.73 0.93 3.19
H 8.20 -1.14 1.28
H 7.48 -2.36 2.21
H 9.24 -1.59 2.50
O -1.27 -7.04 0.69
S -1.46 -5.62 0.84
O -2.74 -4.93 0.95
O -0.60 -5.16 2.15
C -0.71 -3.85 2.70
C 0.62 -3.37 3.44
C -0.54 -4.69 -0.49
H -1.56 -3.84 3.38
H -1.06 -3.20 1.90
H 1.48 -3.34 2.77
H 0.78 -4.07 4.26
H 0.52 -2.30 3.60
H 0.26 -5.31 -0.89
H -0.14 -3.77 -0.08
H -1.19 -4.44 -1.33
O -6.00 1.66 -3.94
S -5.52 2.44 -2.78
O -6.23 3.59 -2.21
O -5.00 1.44 -1.57
C -4.68 2.09 -0.37
C -5.88 1.92 0.65
C -3.82 2.93 -3.35
H -4.27 3.09 -0.47
H -3.87 1.49 0.04
H -5.83 2.60 1.50
H -5.88 0.90 1.05
H -6.83 2.10 0.16
H -3.95 3.70 -4.10
H -3.35 2.07 -3.83
H -3.21 3.33 -2.54
O -5.00 -0.40 5.60
S -4.03 -0.90 4.64
O -3.33 -2.15 4.86
O -4.76 -0.90 3.09
C -4.04 -1.39 1.98
C -5.11 -2.02 1.03
C -2.71 0.33 4.23
H -3.38 -2.21 2.25
H -3.46 -0.60 1.49
H -5.76 -2.66 1.64
H -4.59 -2.61 0.28
H -5.67 -1.19 0.60
H -3.24 1.16 3.77
H -1.97 -0.14 3.58
H -2.38 0.55 5.25
O 5.86 -2.34 -0.21
S 5.21 -2.14 -1.47
O 5.32 -0.87 -2.17
O 5.70 -3.33 -2.53
C 6.09 -4.62 -1.98
C 6.76 -5.49 -3.00
C 3.43 -2.57 -1.25
H 5.24 -5.17 -1.59
H 6.73 -4.47 -1.12
H 7.57 -4.87 -3.37
H 6.16 -5.63 -3.90
H 7.20 -6.40 -2.58
H 2.75 -2.00 -1.89
H 3.09 -2.36 -0.24
H 3.28 -3.60 -1.56
O -1.43 4.86 -3.14
S -0.24 5.05 -3.95
O -0.02 6.33 -4.68
O 1.08 4.68 -3.00
C 1.09 3.41 -2.26
C 2.38 2.69 -2.56
C -0.10 3.69 -5.21
H 0.28 2.74 -2.54
H 0.98 3.68 -1.21
H 3.28 3.24 -2.29
H 2.34 2.31 -3.58
H 2.57 1.73 -2.08
H 0.97 3.78 -5.41
H -0.53 3.95 -6.18
H -0.47 2.78 -4.75
C -5.65 -1.38 -2.73
S -3.98 -2.16 -2.77
O -3.58 -2.32 -4.21
C -2.99 -0.72 -2.23
H -5.75 -0.78 -1.83
H -6.46 -2.11 -2.70
H -5.81 -0.83 -3.65
H -3.12 0.23 -2.75
H -1.94 -1.02 -2.18
H -3.23 -0.55 -1.18
C 0.02 3.28 5.28
S 1.61 2.41 5.54
O 1.76 2.11 7.05
C 1.01 0.94 4.61
H -0.19 3.57 4.25
H 0.04 4.20 5.85
H -0.81 2.75 5.75
H 1.69 0.10 4.50
H 0.73 1.28 3.61
H 0.10 0.65 5.12
C -1.27 6.87 1.83
S -1.92 5.13 2.02
O -3.43 5.26 2.24
C -1.58 4.61 0.27
H -1.85 7.50 1.16
H -0.28 6.83 1.38
H -1.13 7.32 2.81
H -2.20 5.20 -0.41
H -1.89 3.58 0.14
H -0.54 4.71 -0.03
C 0.97 -0.59 -4.03
S 1.46 -2.17 -4.81
O 2.87 -2.59 -4.32
C 0.13 -3.24 -4.02
H 0.61 -0.78 -3.02
H 0.18 -0.08 -4.58
H 1.80 0.11 -4.05
H -0.33 -2.99 -3.06
H 0.44 -4.29 -4.05
H -0.77 -3.19 -4.63
*
```